Density functional theory data (wB97M-V/def2-TZVPD) for a cluster of 2 separate species, C3H11NS in total at a distorted geometry.

Cartesian coordinates (Å):
H1 -0.712 -3.454 0.874
H2 -2.651 -2.429 -1.804
H3 0.866 4.263 1.547
H4 -0.462 -3.673 -1.344
H5 2.271 5.133 0.898
C1 -1.671 -1.960 -1.908
H6 -1.784 -0.921 -1.589
N1 -1.193 -2.699 0.392
C2 -0.670 -2.652 -1.012
H7 0.248 -2.073 -0.996
H8 1.885 5.264 2.610
S1 2.974 3.179 2.117
H9 2.527 2.479 1.069
C3 1.873 4.596 1.760
H10 -2.141 -3.066 0.333
H11 -1.359 -1.987 -2.946

As for the SMILES: CCN.CS. The HOMO energy comes out at -8.999 eV. The spin multiplicity is 1. The maximum force comes out at 1.0 eV/Å. As for the LUMO energy: 0.90 eV. The calculation puts the energy above the lowest of the compared OMol25 structures with the same formula, charge and spin at 0.4509 eV. Its net charge is 0.